[1]
Below is an isolated molecule of C15H13F4N3O, with properties calculated with ωB97M-V/def2-TZVPD.

Properties
largest force on an atom = 1.0 eV Å⁻¹
orbital gap = 9.89 eV
E_LUMO = 0.750 eV
electronic energy = -1218.376980 a.u.
energy relative to the best compared isomer or geometry (same formula, charge and spin) = 0.0 kJ/mol

Last column: Löwdin charge in e.
Atoms and positions in Å:
O (1.8044, 1.0159, 1.9934)  0.102
C (0.8752, 0.2914, 1.7467)  -0.461
C (-0.5493, 0.5532, 2.2677)  -0.024
N (-1.5159, 0.3797, 1.2224)  -0.113
N (-2.2746, -0.7112, 1.2163)  0.150
C (-3.0119, -0.6276, 0.1173)  -0.189
C (-3.9889, -1.6928, -0.2298)  -0.580
F (-4.6109, -1.4380, -1.3921)  0.138
F (-3.4061, -2.8991, -0.3700)  0.134
F (-4.9529, -1.8481, 0.6917)  0.142
C (-2.7092, 0.5314, -0.6066)  0.062
C (-1.7211, 1.1601, 0.1344)  -0.167
C (-0.9587, 2.3777, -0.1341)  -0.207
C (-1.6238, 3.5344, -0.8370)  -0.094
C (-0.6128, 2.7166, -1.5637)  -0.094
N (0.9357, -0.8368, 0.9916)  0.149
C (2.0876, -1.2632, 0.3072)  -0.165
C (2.5102, -2.5853, 0.3848)  -0.014
C (3.6507, -2.9987, -0.2785)  -0.087
C (4.3902, -2.0962, -1.0249)  -0.083
C (3.9722, -0.7817, -1.1335)  -0.002
C (2.8228, -0.3792, -0.4802)  -0.208
F (2.3849, 0.8812, -0.6552)  0.081
H (-0.5927, 1.5628, 2.6825)  0.138
H (-0.7897, -0.1677, 3.0534)  0.139
H (-3.1516, 0.8445, -1.5285)  0.117
H (-0.2097, 2.6161, 0.6084)  0.135
H (-1.3564, 4.5309, -0.5218)  0.102
H (-2.6629, 3.4234, -1.1060)  0.103
H (0.3640, 3.1342, -1.7480)  0.102
H (-0.9546, 2.0419, -2.3329)  0.105
H (0.1533, -1.4773, 1.0181)  0.146
H (1.9355, -3.2844, 0.9737)  0.117
H (3.9658, -4.0279, -0.2063)  0.103
H (5.2861, -2.4166, -1.5330)  0.105
H (4.5151, -0.0638, -1.7274)  0.120


[2]
Below is an isolated molecule of C21H33N3O4S, with properties calculated with ωB97M-V/def2-TZVPD.

Properties
largest force on an atom = 0.9 eV Å⁻¹
orbital gap = 9.37 eV
E_LUMO = 0.564 eV
electronic energy = -1683.481281 a.u.
energy relative to the best compared isomer or geometry (same formula, charge and spin) = 24.6 kJ/mol

Last column: Löwdin charge in e.
Atoms and positions in Å:
C (-3.1393, 1.3741, -6.9383)  -0.001
C (-2.0785, 1.7963, -5.9430)  -0.509
O (-1.0525, 2.3480, -6.2588)  0.076
N (-2.4272, 1.4785, -4.6569)  0.117
C (-1.7220, 1.6925, -3.4732)  -0.205
C (-0.4741, 2.3146, -3.4420)  0.015
C (0.1759, 2.4835, -2.2337)  -0.044
C (-0.4109, 2.0359, -1.0661)  -0.290
S (0.4562, 2.2432, 0.4768)  0.687
O (-0.1976, 1.5032, 1.5275)  -0.302
O (0.6383, 3.6454, 0.7186)  -0.284
N (1.9791, 1.5990, 0.1671)  -0.078
C (2.5449, 0.7855, 1.2266)  -0.349
C (2.4228, -0.7127, 0.8912)  -0.034
C (0.9666, -0.9822, 0.5531)  -0.484
O (0.4974, -0.6613, -0.5283)  0.052
N (0.2556, -1.5769, 1.5203)  0.132
C (-1.1898, -1.6868, 1.4466)  -0.284
C (-1.5941, -2.8876, 0.5833)  -0.139
C (-1.2388, -4.2045, 1.2644)  -0.198
C (-1.9173, -4.2899, 2.6277)  -0.201
C (-1.4832, -3.1210, 3.5066)  -0.175
C (-1.8055, -1.7765, 2.8480)  -0.323
C (-1.3662, -0.6064, 3.7307)  -0.053
C (3.9922, 1.2316, 1.5209)  -0.383
C (3.9552, 2.6201, 2.1558)  -0.064
C (4.8521, 1.2503, 0.2602)  -0.068
C (-1.6541, 1.4380, -1.0800)  -0.055
C (-2.3100, 1.2632, -2.2816)  -0.002
H (-2.8169, 1.6464, -7.9388)  0.084
H (-4.0812, 1.8725, -6.7187)  0.084
H (-3.2912, 0.2976, -6.8925)  0.084
H (-3.3163, 1.0131, -4.5332)  0.141
H (-0.0264, 2.6539, -4.3609)  0.103
H (1.1377, 2.9694, -2.1882)  0.122
H (1.9483, 1.0974, -0.7098)  0.100
H (1.9406, 0.9872, 2.1195)  0.139
H (2.7642, -1.3155, 1.7326)  0.125
H (3.0313, -0.9374, 0.0139)  0.124
H (0.6786, -1.7188, 2.4220)  0.134
H (-1.5416, -0.7715, 0.9557)  0.128
H (-1.0909, -2.8057, -0.3808)  0.112
H (-2.6712, -2.8451, 0.4094)  0.120
H (-1.5528, -5.0409, 0.6369)  0.109
H (-0.1558, -4.2684, 1.3894)  0.110
H (-1.6636, -5.2337, 3.1150)  0.108
H (-3.0013, -4.2629, 2.4949)  0.114
H (-1.9868, -3.1744, 4.4742)  0.118
H (-0.4088, -3.1970, 3.6935)  0.113
H (-2.8906, -1.7188, 2.7098)  0.148
H (-1.2989, 0.3089, 3.1475)  0.057
H (-2.0722, -0.4581, 4.5442)  0.081
H (-0.3889, -0.7925, 4.1729)  0.077
H (4.4215, 0.5194, 2.2351)  0.137
H (3.4685, 2.5849, 3.1277)  0.081
H (4.9621, 3.0094, 2.2865)  0.077
H (3.3905, 3.2968, 1.5194)  0.074
H (4.4320, 1.9477, -0.4587)  0.078
H (4.9112, 0.2655, -0.1969)  0.069
H (5.8624, 1.5691, 0.5055)  0.079
H (-2.0880, 1.1162, -0.1476)  0.107
H (-3.2807, 0.7881, -2.3029)  0.114


[3]
Below is an isolated molecule of C4H5NO, with properties calculated with ωB97M-V/def2-TZVPD.

Properties
largest force on an atom = 3.4 eV Å⁻¹
orbital gap = 10.38 eV
E_LUMO = -0.221 eV
electronic energy = -285.351259 a.u.
energy relative to the best compared isomer or geometry (same formula, charge and spin) = 166.3 kJ/mol

Last column: Löwdin charge in e.
Atoms and positions in Å:
C (0.3328, -1.1427, 0.9209)  -0.103
C (0.5933, 0.2922, 0.4259)  -0.150
C (-0.2761, 0.5185, -0.8285)  -0.330
O (-0.9372, -0.4175, -1.2285)  0.097
C (-0.8824, 1.5601, -1.6353)  -0.148
N (-1.5834, 2.2429, -2.2667)  0.163
H (-0.7275, -1.2972, 1.1296)  0.080
H (0.8878, -1.3243, 1.8447)  0.077
H (0.6373, -1.9050, 0.1978)  0.082
H (1.6629, 0.4419, 0.2667)  0.114
H (0.2924, 1.0311, 1.1733)  0.117


[4]
Below is an isolated molecule of C8H8Cl2N2, with properties calculated with ωB97M-V/def2-TZVPD.

Properties
largest force on an atom = 4.5 eV Å⁻¹
orbital gap = 9.65 eV
E_LUMO = 0.409 eV
electronic energy = -1339.446092 a.u.
energy relative to the best compared isomer or geometry (same formula, charge and spin) = 234.5 kJ/mol

Last column: Löwdin charge in e.
Atoms and positions in Å:
N (-1.5126, 3.0107, 1.7723)  -0.001
N (-0.5479, 3.7568, 0.9857)  -0.030
C (-0.0148, 3.2116, -0.0924)  -0.253
C (-0.5110, 2.0822, -0.8433)  -0.170
C (0.0617, 0.6206, -0.3600)  -0.230
C (0.8972, 0.5600, 0.7342)  -0.062
C (1.3395, -0.6824, 1.1600)  -0.084
C (0.9707, -1.9045, 0.5418)  -0.575
Cl (1.7643, -3.5061, 0.8181)  0.600
C (0.2303, -1.8194, -0.6411)  -0.121
C (-0.3916, -0.5740, -0.9184)  -0.601
Cl (-1.7841, -0.4856, -1.9610)  0.702
H (-1.3350, 1.9404, 1.7948)  0.106
H (-1.4775, 3.3060, 2.7086)  0.037
H (0.5956, 3.9967, -0.6105)  0.115
H (-1.6454, 2.1828, -0.8345)  0.118
H (-0.2936, 2.1033, -1.9950)  0.137
H (1.4846, 1.4997, 0.9965)  0.144
H (2.1839, -0.8732, 1.7207)  0.075
H (-0.2435, -2.6338, -1.1424)  0.092


[5]
Below is the ion C8H11N2O4 with charge -1, with properties calculated with ωB97M-V/def2-TZVPD.

Properties
net charge = -1
largest force on an atom = 4.8 eV Å⁻¹
orbital gap = 8.40 eV
E_LUMO = 3.089 eV
electronic energy = -721.937131 a.u.
energy relative to the best compared isomer or geometry (same formula, charge and spin) = 77.0 kJ/mol

Last column: Löwdin charge in e.
Atoms and positions in Å:
C (-1.3445, -0.0752, 1.5916)  -0.240
C (-0.7398, 0.1087, 3.0096)  -0.699
C (-0.1391, -1.1337, -2.5250)  -0.732
C (-0.4861, -0.6772, 0.4015)  -0.292
C (0.0611, 0.2158, -1.6520)  -0.092
C (0.4239, -1.8198, 0.8837)  -0.022
C (0.8202, 1.2704, -2.4063)  -0.027
C (0.8515, 1.3388, 0.3385)  0.019
N (-2.5119, 0.2580, 1.2643)  0.138
N (0.0925, 0.2960, -0.3748)  -0.070
O (-1.5887, 0.1328, 3.9291)  -0.049
O (-1.1891, -1.2728, -3.0905)  0.041
O (0.4627, 0.3678, 2.9880)  -0.054
O (0.9758, -1.6654, -2.5701)  0.019
H (-1.0942, -1.1504, -0.4228)  0.152
H (0.9664, -1.7465, 1.9188)  0.113
H (1.2476, -1.8550, 0.1517)  0.074
H (-0.0672, -2.7666, 0.7842)  0.066
H (0.7764, 1.0153, -3.4841)  0.094
H (1.9249, 1.2499, -2.0818)  0.117
H (0.4902, 2.3079, -2.2687)  0.081
H (1.9629, 1.2511, 0.2001)  0.122
H (0.4725, 2.3213, -0.0372)  0.110
H (0.6452, 1.2692, 1.3686)  0.035
H (-3.0133, 0.7598, 2.0835)  0.093


[6]
Below is a cluster of 3 separate species, C22H40N2O8P2 in total, with properties calculated with ωB97M-V/def2-TZVPD.

Properties
largest force on an atom = 6.3 eV Å⁻¹
orbital gap = 9.07 eV
E_LUMO = 0.044 eV
electronic energy = -2256.544142 a.u.

Last column: Löwdin charge in e.
Atoms and positions in Å:
C (-7.8524, -5.9889, 0.1805)  -0.077
C (-7.0557, -4.7032, 0.0675)  -0.283
O (-6.1075, -4.5660, 1.1221)  -0.188
P (-4.5594, -5.0732, 0.9574)  0.536
O (-4.1937, -4.7820, -0.4509)  -0.235
O (-3.7551, -3.9194, 1.7739)  -0.203
C (-2.6988, -3.1843, 1.1568)  -0.285
C (-3.2133, -1.8761, 0.5910)  -0.070
O (-4.5322, -5.9755, 2.3028)  -0.174
C (-5.3150, -7.1653, 2.4148)  -0.271
C (-4.9630, -8.2013, 1.3666)  -0.080
H (-7.2030, -6.8619, 0.0835)  0.060
H (-8.6071, -6.0401, -0.6055)  0.080
H (-8.3576, -6.0506, 1.1454)  0.079
H (-6.5784, -4.6423, -0.9115)  0.106
H (-7.7338, -3.8519, 0.1473)  0.119
H (-2.2092, -3.7798, 0.3872)  0.102
H (-1.9552, -2.9840, 1.9299)  0.117
H (-4.1047, -2.0166, -0.0202)  0.075
H (-2.4513, -1.3913, -0.0226)  0.060
H (-3.4934, -1.1961, 1.3972)  0.076
H (-6.3770, -6.9134, 2.3953)  0.101
H (-5.1132, -7.5718, 3.4059)  0.123
H (-5.0494, -7.7924, 0.3545)  0.066
H (-5.6230, -9.0651, 1.4485)  0.085
H (-3.9341, -8.5393, 1.4940)  0.083
C (0.8810, 5.8650, 3.4381)  -0.077
C (2.3365, 6.1057, 3.7908)  -0.283
O (3.2096, 5.2193, 3.0964)  -0.188
P (3.8986, 5.6341, 1.6703)  0.535
O (4.1994, 7.0825, 1.7798)  -0.231
O (5.3710, 4.9583, 1.8169)  -0.206
C (6.5582, 5.7361, 1.6606)  -0.289
C (7.0749, 6.2069, 3.0058)  -0.076
O (3.4261, 4.3113, 0.8627)  -0.178
C (2.0482, 4.0739, 0.5672)  -0.269
C (1.4359, 5.1669, -0.2851)  -0.078
H (0.6958, 6.0665, 2.3806)  0.060
H (0.2336, 6.5177, 4.0251)  0.080
H (0.5976, 4.8307, 3.6383)  0.079
H (2.5986, 7.1493, 3.6113)  0.107
H (2.4846, 5.9163, 4.8553)  0.119
H (6.3867, 6.5762, 0.9890)  0.103
H (7.3000, 5.0905, 1.1871)  0.115
H (6.2851, 6.6675, 3.5980)  0.073
H (7.8842, 6.9274, 2.8757)  0.076
H (7.4583, 5.3623, 3.5809)  0.075
H (1.4880, 3.9206, 1.4913)  0.103
H (2.0066, 3.1305, 0.0216)  0.116
H (1.5540, 6.1513, 0.1801)  0.066
H (0.3727, 4.9804, -0.4371)  0.086
H (1.9222, 5.2081, -1.2605)  0.082
C (5.2683, 0.4105, -2.4500)  -0.086
C (3.8922, 1.1366, -2.2827)  -0.182
C (2.8421, 0.3805, -3.0628)  -0.286
C (3.0447, 0.1881, -4.4654)  -0.081
N (2.2284, -0.4532, -5.2472)  0.142
C (1.1294, -0.9462, -4.5927)  -0.226
C (0.1911, -1.6981, -5.3280)  -0.025
C (-0.9309, -2.2150, -4.7394)  -0.076
C (-1.1793, -1.9729, -3.3662)  -0.072
C (-0.2758, -1.2471, -2.6360)  -0.025
C (0.9023, -0.7343, -3.2270)  -0.211
N (1.7842, -0.0462, -2.4310)  0.181
H (5.0590, -0.6181, -2.7431)  0.074
H (5.8474, 0.4315, -1.5304)  0.068
H (5.8089, 0.9146, -3.2510)  0.067
H (3.9459, 2.1633, -2.6494)  0.110
H (3.6241, 1.1201, -1.2279)  0.099
H (3.9529, 0.5905, -4.9065)  0.119
H (0.3349, -1.8872, -6.3850)  0.112
H (-1.6439, -2.8185, -5.2862)  0.102
H (-2.0638, -2.3467, -2.8655)  0.101
H (-0.4333, -1.0758, -1.5782)  0.099


Q: Number 3 is which compound?
A: C4H5NO


Repeat the third record exactly.
Below is an isolated molecule of C4H5NO, with properties calculated with ωB97M-V/def2-TZVPD.

Properties
largest force on an atom = 3.4 eV Å⁻¹
orbital gap = 10.38 eV
E_LUMO = -0.221 eV
electronic energy = -285.351259 a.u.
energy relative to the best compared isomer or geometry (same formula, charge and spin) = 166.3 kJ/mol

Last column: Löwdin charge in e.
Atoms and positions in Å:
C (0.3328, -1.1427, 0.9209)  -0.103
C (0.5933, 0.2922, 0.4259)  -0.150
C (-0.2761, 0.5185, -0.8285)  -0.330
O (-0.9372, -0.4175, -1.2285)  0.097
C (-0.8824, 1.5601, -1.6353)  -0.148
N (-1.5834, 2.2429, -2.2667)  0.163
H (-0.7275, -1.2972, 1.1296)  0.080
H (0.8878, -1.3243, 1.8447)  0.077
H (0.6373, -1.9050, 0.1978)  0.082
H (1.6629, 0.4419, 0.2667)  0.114
H (0.2924, 1.0311, 1.1733)  0.117


Q: Which formula does entry 1 have?
A: C15H13F4N3O